1.
The following is a quantum chemistry calculation of a cluster of 2 separate species, C3H9O2 in total in a non-equilibrium geometry, from the OMol25 dataset.

Results
Total charge: -1
ΔE to the lowest compared entry with this formula, charge and spin (eV): 1.3017
E_LUMO (eV): 3.9
Frontier orbital gap (eV): 6.131
Molar mass (g mol⁻¹): 77.1
E_tot (Eh): -270.1379

Each line ends with the Löwdin charge.
Cartesian coordinates (Å):
1 C 0.15439 -0.36850 1.30514  -0.321
2 O 0.39543 -0.93399 2.64264  -0.138
3 C 1.06629 -1.12648 0.35592  -0.111
4 H -0.87721 -0.52945 1.00419  0.087
5 H 0.35363 0.69628 1.31129  0.088
6 H -0.33155 -0.67111 3.19436  0.040
7 H 0.93799 -2.20696 0.43759  0.058
8 H 0.73991 -0.72637 -0.61188  0.058
9 H 2.11556 -0.93413 0.58196  0.058
10 C -0.91984 1.36246 -2.05587  -0.459
11 O -0.79618 1.00017 -0.73859  -0.430
12 H -1.52199 0.63691 -2.64902  0.026
13 H -1.36609 2.37367 -2.18670  0.022
14 H 0.04965 1.42751 -2.59103  0.020

Forces on the atoms, in the same order (eV/Å):
C 0.463 -1.154 0.679
O 0.258 -0.009 -0.377
C -0.394 0.633 0.051
H -0.039 0.151 0.043
H 0.008 0.062 -0.155
H -0.416 0.220 0.322
H -0.305 -0.014 -0.051
H 0.462 -0.259 -0.086
H 0.092 0.227 -0.169
C 0.128 -0.255 1.149
O -0.129 0.223 -0.689
H -0.192 0.140 -0.227
H -0.239 0.036 -0.246
H 0.304 -0.001 -0.244


2.
The following is a quantum chemistry calculation of the molecule C3H5NO2 in a non-equilibrium geometry, from the OMol25 dataset.

Results
Total charge: 0
ΔE to the lowest compared entry with this formula, charge and spin (eV): 4.3864
E_LUMO (eV): 0.9
Frontier orbital gap (eV): 10.558
SMILES: C1=NOCOC1
Molar mass (g mol⁻¹): 87.1
E_tot (Eh): -322.4131

Each line ends with the Löwdin charge.
Cartesian coordinates (Å):
1 C -0.05880 1.21511 -0.02734  -0.147
2 N -1.28608 0.93146 -0.11693  0.037
3 O -1.56171 -0.35260 -0.54821  -0.084
4 C -0.62270 -1.08464 0.22130  -0.339
5 O 0.60010 -1.09437 -0.31741  -0.105
6 C 1.10473 0.29727 -0.27067  -0.090
7 H 0.25836 2.18328 0.13828  0.095
8 H -1.09611 -2.17262 0.17463  0.177
9 H -0.70575 -0.50378 1.22099  0.153
10 H 1.66606 0.16844 0.73474  0.157
11 H 1.70189 0.41246 -1.20936  0.145

Forces on the atoms, in the same order (eV/Å):
C 0.806 -1.396 -1.425
N -0.919 2.257 -1.414
O 0.577 0.421 0.889
C -3.283 -3.266 1.176
O 1.169 0.837 -0.964
C 0.084 -2.812 1.676
H -0.070 2.167 0.892
H 1.426 2.054 0.628
H 0.544 -1.985 -0.789
H 0.063 1.334 -1.803
H -0.397 0.389 1.135


3.
The following is a quantum chemistry calculation of a structure of composition C5H6OS in a non-equilibrium geometry, from the OMol25 dataset.

Results
Total charge: 0
ΔE to the lowest compared entry with this formula, charge and spin (eV): 4.7163
E_LUMO (eV): 0.4
Frontier orbital gap (eV): 9.340
Molar mass (g mol⁻¹): 114.2
E_tot (Eh): -667.3648

Each line ends with the Löwdin charge.
Cartesian coordinates (Å):
1 C 0.95488 -0.79169 -0.08666  -0.521
2 C -0.46799 -0.44427 -1.02686  -0.284
3 C -0.21584 -0.48080 0.88310  -0.250
4 C -0.58813 1.02256 0.59554  -0.071
5 C -0.87077 1.06229 -0.73352  0.020
6 H 2.10439 1.19067 0.73839  -0.015
7 H 1.16057 -1.83106 0.07794  0.067
8 H -0.66365 -0.87160 -1.91091  0.091
9 H -0.28294 -1.05438 1.88511  0.170
10 H -0.99545 1.68748 1.38908  0.106
11 H -1.56980 1.59688 -1.49834  0.143
12 O -1.16054 -1.13412 -0.08340  -0.086
13 S 2.59528 0.04805 -0.22947  0.630

Forces on the atoms, in the same order (eV/Å):
C -1.551 1.430 -1.197
C 2.468 1.661 1.224
C -0.559 -0.379 0.774
C -1.987 0.574 0.321
C 0.194 -1.792 0.117
H 1.365 -2.305 -2.273
H -0.107 -0.722 -0.896
H -0.142 -1.042 -3.825
H 0.177 1.733 -1.283
H 0.766 -0.351 -0.723
H 1.886 -0.406 1.934
O 0.018 -0.787 3.064
S -2.529 2.386 2.763


4.
The following is a quantum chemistry calculation of a structure of composition C48H52N2O2S2SeY, from the OMol25 dataset.

Results
Total charge: +1
ΔE to the lowest compared entry with this formula, charge and spin (eV): 0.3850
E_LUMO (eV): -3.5
Frontier orbital gap (eV): 6.601
Molar mass (g mol⁻¹): 921.0
E_tot (Eh): -5356.4299

Each line ends with the Löwdin charge.
Cartesian coordinates (Å):
1 Y 0.02029 -0.14260 0.18676  1.507
2 C 2.09424 -6.96599 -2.57529  -0.043
3 C 0.59736 -6.69804 -2.77255  -0.557
4 C -0.17520 -7.94569 -2.35024  -0.063
5 C 0.31748 -6.43758 -4.25952  -0.042
6 C 0.18993 -5.46634 -1.96339  -0.158
7 C 0.80726 -4.24262 -2.22022  -0.064
8 C 0.44964 -3.12430 -1.49770  -0.388
9 Se 1.34797 -1.46947 -1.91055  1.159
10 C 2.97014 -1.59090 -0.87807  -0.391
11 C 4.03015 -2.29315 -1.42907  -0.056
12 C 5.22357 -2.39966 -0.73084  -0.159
13 C 5.28942 -1.77887 0.51062  0.020
14 C 4.25103 -1.06333 1.10643  -0.079
15 C 3.05731 -0.96000 0.37553  -0.325
16 O 1.98716 -0.27409 0.81560  -0.326
17 C 4.50633 -0.48779 2.50538  -0.523
18 C 5.70345 0.47463 2.44454  -0.037
19 C 3.34081 0.27824 3.13968  -0.055
20 C 4.83992 -1.65244 3.45384  -0.038
21 C 6.43702 -3.15942 -1.26697  -0.556
22 C 6.16380 -3.77583 -2.63810  -0.063
23 C 7.62112 -2.19283 -1.39913  -0.041
24 C 6.80046 -4.28786 -0.29493  -0.041
25 C -0.55128 -3.16304 -0.50239  -0.322
26 O -0.86066 -2.00715 0.11704  -0.328
27 C -1.17264 -4.38033 -0.21405  -0.079
28 C -0.77159 -5.49212 -0.97006  0.030
29 C -2.23074 -4.62109 0.86978  -0.525
30 C -3.51400 -5.15896 0.21568  -0.038
31 C -2.62722 -3.39567 1.69845  -0.057
32 C -1.68398 -5.66758 1.85554  -0.039
33 H 2.40094 -7.83814 -3.15560  0.088
34 H 2.32335 -7.15668 -1.52564  0.093
35 H 2.70246 -6.12235 -2.90493  0.071
36 H 0.14268 -8.79468 -2.95676  0.089
37 H -1.25073 -7.82532 -2.49279  0.088
38 H 0.00652 -8.20430 -1.30510  0.089
39 H 0.60397 -7.30528 -4.85650  0.088
40 H 0.88095 -5.58033 -4.63039  0.078
41 H -0.74229 -6.24067 -4.42872  0.092
42 H 1.57035 -4.16595 -2.98426  0.103
43 H 3.91279 -2.75143 -2.40098  0.094
44 H 6.21842 -1.86310 1.05909  0.104
45 H 5.49552 1.31275 1.77542  0.080
46 H 6.61125 -0.01507 2.09379  0.079
47 H 5.90693 0.88043 3.43770  0.090
48 H 3.05324 1.16076 2.57174  0.051
49 H 3.66650 0.61051 4.12799  0.091
50 H 2.46110 -0.35151 3.26655  0.084
51 H 5.71775 -2.20981 3.12905  0.078
52 H 4.00404 -2.35082 3.51917  0.094
53 H 5.04202 -1.26904 4.45599  0.089
54 H 5.92426 -3.01500 -3.38346  0.089
55 H 5.34316 -4.49545 -2.60243  0.080
56 H 7.05057 -4.30801 -2.98400  0.090
57 H 7.38532 -1.38158 -2.09002  0.092
58 H 8.49960 -2.71875 -1.77743  0.088
59 H 7.88873 -1.74814 -0.43988  0.078
60 H 5.97425 -4.99292 -0.18886  0.091
61 H 7.04558 -3.90664 0.69695  0.078
62 H 7.67046 -4.83572 -0.66168  0.088
63 H -1.24879 -6.43598 -0.75257  0.095
64 H -3.92439 -4.43158 -0.48783  0.076
65 H -4.26964 -5.35084 0.98045  0.089
66 H -3.34509 -6.09049 -0.32309  0.079
67 H -3.07737 -2.60764 1.09806  0.051
68 H -1.77878 -2.97590 2.23799  0.084
69 H -3.36926 -3.72102 2.43122  0.090
70 H -1.44922 -6.61250 1.36673  0.078
71 H -2.42627 -5.87093 2.63020  0.088
72 H -0.77630 -5.30590 2.34161  0.094
73 S -5.75190 -1.61679 -0.60934  1.065
74 C -7.30318 -2.19881 -0.20300  -0.388
75 C -7.80380 -1.58305 0.90283  -0.164
76 C -6.91362 -0.61874 1.43445  -0.106
77 C -5.74410 -0.53126 0.72697  -0.488
78 C -4.59721 0.33208 1.00312  -0.176
79 C -3.34958 0.07311 0.39361  -0.080
80 N -2.27256 0.80390 0.60611  0.027
81 C -2.33336 1.84112 1.47437  -0.153
82 C -3.51353 2.16630 2.15191  -0.121
83 C -3.50608 3.24813 3.09582  0.001
84 C -2.37207 3.93070 3.36032  0.002
85 C -1.13958 3.59637 2.70395  -0.121
86 C 0.07551 4.24254 2.98469  0.051
87 C 1.24497 3.85098 2.36581  -0.175
88 C 1.15087 2.78570 1.44061  -0.053
89 N 0.01883 2.18462 1.13887  0.028
90 C -1.12514 2.56971 1.75685  -0.153
91 C 2.54538 4.45429 2.64944  -0.492
92 C 3.75871 4.12941 2.09737  -0.115
93 C 4.82093 4.90145 2.62546  -0.164
94 C 4.39845 5.79889 3.55886  -0.391
95 S 2.71388 5.71571 3.80321  1.078
96 C -4.65513 1.39781 1.87919  0.076
97 H -7.76699 -2.96426 -0.80267  0.075
98 H -8.77162 -1.81187 1.32117  0.110
99 H -7.12299 -0.04153 2.32244  0.113
100 H -3.21655 -0.77769 -0.26447  0.092
101 H -4.42813 3.49757 3.60444  0.125
102 H -2.37078 4.73532 4.08388  0.125
103 H 0.07628 5.04441 3.71351  0.112
104 H 2.03342 2.39751 0.94980  0.110
105 H 3.90484 3.36702 1.34741  0.104
106 H 5.85258 4.79751 2.32674  0.111
107 H 4.99347 6.50630 4.11220  0.075
108 H -5.58462 1.64982 2.37365  0.131

Forces on the atoms, in the same order (eV/Å):
Y -0.334 0.402 0.437
C 0.051 -0.006 -0.016
C -0.052 0.025 -0.018
C -0.037 -0.056 0.034
C 0.029 0.010 -0.012
C 0.129 -0.003 -0.098
C -0.026 -0.043 0.058
C -0.084 -0.302 0.022
Se 0.174 -0.108 -0.489
C 0.256 -0.105 0.119
C -0.033 0.005 0.021
C 0.047 -0.057 -0.078
C -0.061 0.030 0.063
C 0.024 -0.094 -0.174
C -0.233 0.048 -0.020
O -0.026 0.070 -0.075
C 0.042 0.016 0.057
C -0.006 0.019 0.011
C 0.008 -0.048 0.111
C 0.019 0.038 0.028
C -0.021 0.034 -0.014
C -0.025 -0.008 -0.031
C 0.026 0.013 0.004
C 0.034 -0.041 0.030
C 0.081 0.267 0.037
O -0.020 0.015 -0.077
C 0.140 -0.063 -0.155
C -0.057 0.073 0.102
C -0.050 -0.030 0.028
C -0.002 0.008 0.000
C -0.013 -0.025 0.121
C -0.051 -0.015 0.023
H -0.008 -0.013 -0.003
H -0.012 0.004 0.018
H 0.004 0.021 0.001
H 0.013 0.008 -0.013
H -0.009 0.010 -0.013
H 0.013 0.016 0.007
H 0.001 -0.012 0.005
H 0.007 0.009 -0.005
H -0.016 -0.007 0.013
H 0.002 0.035 -0.015
H -0.012 0.011 -0.016
H 0.014 0.008 0.029
H -0.011 -0.010 -0.023
H 0.006 -0.011 -0.015
H -0.004 -0.009 0.011
H 0.044 -0.007 -0.045
H -0.032 0.017 0.016
H 0.006 0.011 -0.007
H 0.010 -0.005 -0.014
H -0.015 -0.001 -0.015
H 0.001 0.003 0.006
H 0.006 0.011 -0.008
H -0.011 -0.008 0.016
H 0.014 0.004 0.009
H -0.009 0.001 -0.011
H -0.001 -0.013 -0.004
H 0.001 -0.003 0.016
H -0.019 0.003 -0.005
H -0.001 0.014 0.010
H 0.006 -0.001 -0.013
H -0.033 -0.010 0.005
H 0.016 0.013 -0.010
H 0.007 0.000 0.014
H 0.020 -0.018 -0.019
H -0.006 -0.036 -0.059
H -0.009 -0.005 -0.008
H -0.001 0.029 0.026
H 0.002 -0.004 -0.009
H -0.004 0.002 0.002
H 0.013 0.015 -0.010
S -0.063 -0.055 0.033
C 0.028 0.012 -0.019
C -0.031 0.010 -0.023
C 0.101 -0.116 -0.046
C -0.088 0.105 0.038
C 0.136 -0.038 -0.076
C -0.085 0.197 0.145
N 0.172 -0.182 0.061
C -0.057 -0.022 0.084
C 0.018 0.004 -0.124
C 0.051 0.063 0.023
C -0.073 -0.023 -0.007
C 0.041 0.052 -0.089
C -0.047 -0.059 -0.029
C -0.024 -0.097 -0.094
C -0.098 0.211 0.127
N 0.009 -0.239 0.070
C 0.021 -0.015 0.031
C 0.051 -0.092 -0.154
C -0.062 0.088 0.147
C 0.035 0.047 0.023
C 0.029 -0.033 -0.054
S 0.048 0.032 0.067
C 0.015 -0.027 -0.038
H -0.003 -0.005 -0.019
H -0.016 0.005 0.017
H -0.004 0.016 0.024
H -0.053 -0.013 -0.017
H -0.013 -0.002 -0.006
H 0.007 0.011 0.001
H 0.030 0.009 0.009
H 0.022 0.030 -0.005
H -0.015 -0.022 -0.021
H 0.016 -0.008 -0.012
H -0.011 0.018 0.014
H -0.014 -0.007 0.003


5.
The following is a quantum chemistry calculation of the molecule C2H3IN2O in a non-equilibrium geometry, from the OMol25 dataset.

Results
Total charge: 0
ΔE to the lowest compared entry with this formula, charge and spin (eV): 5.8761
E_LUMO (alpha / beta) (eV): -0.4 / -0.3
Frontier orbital gap (alpha / beta) (eV): 7.745 / 7.761
Molar mass (g mol⁻¹): 198.0
E_tot (Eh): -560.2346

Each line ends with the Löwdin charge.
Cartesian coordinates (Å):
1 C 1.06378 0.21294 0.35352  -0.038
2 C -0.15180 0.68979 -0.24543  -0.402
3 N -0.14545 -2.00309 -0.09273  0.142
4 N -1.18956 0.22040 0.34248  -0.576
5 O 0.87130 -1.43761 -0.25126  -0.109
6 I -3.10752 0.60348 -0.05813  0.727
7 H 1.94557 0.27352 -0.21305  0.084
8 H 0.97052 0.26831 1.37593  0.076
9 H -0.25684 1.17226 -1.21132  0.097

Forces on the atoms, in the same order (eV/Å):
C -1.667 0.829 -2.860
C -1.199 0.367 -0.369
N 1.134 0.713 -0.497
N 0.637 -0.090 1.670
O -1.141 -2.491 0.661
I -0.146 0.130 -0.618
H 1.328 0.883 0.039
H 0.530 -0.572 2.250
H 0.523 0.233 -0.277


6.
The following is a quantum chemistry calculation of a cluster of 2 separate species, FH2PS in total in a non-equilibrium geometry, from the OMol25 dataset.

Results
Total charge: 0
ΔE to the lowest compared entry with this formula, charge and spin (eV): 4.5618
E_LUMO (alpha / beta) (eV): -2.9 / -2.9
Frontier orbital gap (alpha / beta) (eV): 6.190 / 6.194
Molar mass (g mol⁻¹): 84.1
E_tot (Eh): -840.4508

Each line ends with the Löwdin charge.
Cartesian coordinates (Å):
1 F 2.36525 2.24175 -1.58158  -0.658
2 P 0.45817 -0.52291 0.47134  0.626
3 S 2.97550 0.76434 -1.24063  0.464
4 H 1.72920 -1.21687 0.95192  -0.178
5 H 0.39388 -1.10768 -0.81451  -0.254

Forces on the atoms, in the same order (eV/Å):
F 0.256 -0.418 0.058
P 3.229 0.568 -0.542
S -1.906 -0.171 1.041
H -1.698 0.442 -0.745
H 0.119 -0.421 0.189


7.
The following is a quantum chemistry calculation of a structure of composition C3H2Br3F in a non-equilibrium geometry, from the OMol25 dataset.

Results
Total charge: 0
ΔE to the lowest compared entry with this formula, charge and spin (eV): 2.7811
E_LUMO (eV): -0.7
Frontier orbital gap (eV): 8.517
Molar mass (g mol⁻¹): 296.8
E_tot (Eh): -7937.2713

Each line ends with the Löwdin charge.
Cartesian coordinates (Å):
1 C -0.61101 1.62469 -0.30485  -0.103
2 C -0.27128 0.44582 -0.75030  -0.599
3 C 0.67716 -1.16333 0.70760  -1.260
4 F 2.02519 -1.01326 0.59328  -0.122
5 Br -0.49635 -0.55623 -2.38163  0.615
6 Br 0.05609 -0.83338 2.41831  0.733
7 Br 0.17873 -2.85846 -0.07391  0.627
8 H -1.13985 2.44170 -0.87808  0.092
9 H -0.41867 1.91245 0.66959  0.019

Forces on the atoms, in the same order (eV/Å):
C -1.049 0.665 -2.397
C 0.992 -3.222 0.828
C -0.067 1.556 -3.145
F -1.134 0.003 0.276
Br 0.031 1.398 1.009
Br -0.149 0.158 0.634
Br 0.162 0.497 0.556
H 0.654 -1.256 0.217
H 0.561 0.201 2.022


8.
The following is a quantum chemistry calculation of the ion C5H6BrF2N2 with charge +1 in a non-equilibrium geometry, from the OMol25 dataset.

Results
Total charge: +1
ΔE to the lowest compared entry with this formula, charge and spin (eV): 2.5295
E_LUMO (alpha / beta) (eV): -6.0 / -6.0
Frontier orbital gap (alpha / beta) (eV): 6.801 / 6.799
Molar mass (g mol⁻¹): 212.0
E_tot (Eh): -3076.9997

Each line ends with the Löwdin charge.
Cartesian coordinates (Å):
1 C -0.00366 -1.23304 0.62614  -0.031
2 C 1.32425 -1.68769 0.74670  -0.086
3 C 1.23687 0.15698 -0.40244  -0.187
4 C -1.19900 0.76681 -0.23930  0.012
5 C 5.75879 0.53636 0.07608  -0.628
6 N -0.02034 -0.04913 -0.06520  -0.118
7 N 2.02595 -0.79845 0.01217  -0.208
8 F 5.97032 1.03820 1.24789  0.166
9 F 6.01390 1.23596 -0.97522  0.182
10 Br 4.35950 -0.71237 0.00445  1.183
11 H -0.77930 -1.44801 1.31558  0.117
12 H 1.77957 -2.43265 1.31381  0.095
13 H 1.69128 1.08907 -0.93923  0.182
14 H -0.98314 1.56410 0.44407  0.092
15 H -1.38909 1.16990 -1.21322  0.093
16 H -2.11443 0.23607 0.20515  0.135

Forces on the atoms, in the same order (eV/Å):
C 1.440 -0.889 1.732
C -3.229 2.334 -1.526
C 2.295 3.055 -2.266
C -1.204 -0.190 2.063
C -1.573 -0.902 0.252
N -0.009 -1.996 -0.038
N 1.592 -0.339 0.243
F 0.673 0.380 -1.671
F 0.407 -0.138 1.655
Br 0.563 1.097 -0.354
H -0.960 -0.537 -0.100
H 0.327 -1.250 0.623
H -1.435 -1.934 0.872
H -0.502 0.991 0.164
H 0.148 -0.268 -0.633
H 1.467 0.585 -1.018